[1]
19
Properties=species:S:1:pos:R:3:forces:R:3 method="wB97M-V/def2-TZVPD" homo_energy_ha=-0.31270 relative_energy_kcal_mol=46.5 max_force_ev_per_a=1.33 smiles=c1cc[nH]c1.O.O.O e_tot_ha=-439.45179
C 0.60100 -2.03025 1.69748 0.5 0.2 0.1
C -0.38309 -1.16738 1.29723 -0.6 -0.5 0.6
N -0.29734 -0.04896 2.06428 0.3 0.5 -0.1
C 0.81794 -0.10550 2.88051 -0.4 -0.1 -1.3
C 1.39376 -1.32636 2.63550 0.3 0.0 0.7
H 0.78201 -3.05439 1.42759 -0.1 0.0 -0.4
H -1.18526 -1.28155 0.59668 -0.2 -0.2 -0.1
H -1.03681 0.61759 2.19502 0.1 0.2 -0.4
H 1.23242 0.84703 3.14835 0.0 0.0 1.0
H 2.27749 -1.69769 3.12525 0.2 0.0 -0.1
H -0.77686 -0.40702 -7.30041 -0.4 0.0 -0.4
H -2.15991 -1.09627 -6.93632 0.0 0.2 -0.5
O -1.27844 -0.87744 -6.63618 0.3 -0.3 0.9
H 4.03328 1.54084 2.46250 0.1 0.1 0.2
H 3.66840 1.52704 3.93967 0.1 0.1 0.0
O 4.28092 1.93075 3.31335 -0.3 -0.2 -0.2
H -4.14886 3.12340 -3.80293 0.3 0.0 -0.2
H -5.07401 1.95941 -3.79267 0.0 -0.3 -0.2
O -4.25813 2.25630 -4.21151 -0.3 0.3 0.4

---

[2]
97
Properties=species:S:1:pos:R:3:forces:R:3 method="wB97M-V/def2-TZVPD" homo_energy_ha=-0.07955 relative_energy_kcal_mol=2.6 max_force_ev_per_a=1.18 total_charge=-2 e_tot_ha=-4005.01115
Tl -0.73950 0.50776 0.58183 0.3 0.0 -0.8
N -2.65661 -1.27730 3.40754 0.0 0.1 0.1
C -1.32841 -1.55347 3.22066 0.3 -0.1 -0.2
N -0.65190 -2.38623 4.00339 -0.4 0.1 0.1
N 0.57648 -2.42239 3.47022 0.2 0.0 -0.1
N 0.63729 -1.66424 2.43156 0.4 -0.1 0.1
N -0.55889 -1.08868 2.22918 -0.3 -0.3 0.5
C -3.43425 -0.45484 2.62555 -0.3 0.4 -0.2
N -4.71763 -0.23219 2.88828 0.1 -0.3 0.2
N -5.12083 0.58682 1.90493 0.0 0.0 0.0
N -4.13805 0.83307 1.10668 0.1 0.3 -0.3
N -3.03347 0.18909 1.53043 -0.3 -0.1 0.5
H -3.09368 -1.65996 4.22563 0.0 0.0 0.0
C 3.42165 -5.61329 -0.47979 0.0 0.0 0.0
C 3.07382 -4.94528 0.68539 0.0 0.0 0.1
C 2.49361 -3.68750 0.62899 0.0 0.0 -0.2
C 2.24728 -3.06891 -0.60009 -0.2 -0.1 0.0
C 2.61459 -3.74404 -1.76402 0.1 0.0 0.0
C 3.19138 -5.00570 -1.70387 0.0 -0.1 0.0
P 1.38820 -1.42398 -0.57891 0.4 -0.1 -0.5
C 1.28514 -1.09674 -2.39255 -0.1 0.1 0.0
C 1.84633 0.02332 -2.99993 0.1 0.0 0.1
C 1.65292 0.26804 -4.35346 0.0 0.0 -0.1
C 0.88778 -0.59434 -5.12097 0.0 0.0 0.0
C 0.29939 -1.70049 -4.52201 0.0 0.0 0.0
C 0.49199 -1.94010 -3.17405 -0.1 0.1 0.0
C 2.81499 -0.33734 -0.18700 0.1 -0.1 0.1
C 4.06069 -0.74094 -0.61110 -0.1 0.1 0.1
C 5.20049 0.05143 -0.41901 0.1 0.1 0.0
C 5.07734 1.24496 0.22669 0.0 0.0 0.0
C 3.82522 1.69140 0.70171 -0.2 -0.1 0.0
C 3.75534 2.92805 1.37877 -0.1 0.1 0.1
C 2.55363 3.39237 1.81209 0.1 0.0 0.0
C 1.38343 2.65169 1.56967 -0.1 -0.1 -0.1
C 1.37364 1.43866 0.92801 -0.4 -0.2 0.0
C 2.63636 0.91275 0.48929 0.1 0.1 0.0
H 3.87862 -6.59533 -0.43521 0.0 0.0 0.0
H 3.24961 -5.40573 1.65031 0.0 0.0 0.0
H 2.22198 -3.17416 1.53574 -0.1 0.1 0.2
H 2.47055 -3.27879 -2.73005 0.0 0.0 0.0
H 3.46155 -5.51764 -2.62083 0.0 0.0 0.0
H 2.43817 0.71779 -2.41708 0.0 0.0 0.0
H 2.08935 1.14975 -4.80788 0.0 0.0 0.0
H 0.72820 -0.39710 -6.17450 0.0 0.0 0.0
H -0.33078 -2.36517 -5.10094 0.0 0.0 0.0
H 0.00699 -2.78985 -2.71099 -0.1 -0.1 0.0
H 4.17121 -1.68930 -1.11901 0.0 0.0 0.0
H 6.16258 -0.28352 -0.78949 0.0 0.0 0.0
H 5.94069 1.88352 0.38483 0.0 0.0 0.0
H 4.66930 3.49227 1.53329 0.0 0.0 0.0
H 2.47961 4.34030 2.33337 0.0 0.0 0.0
H 0.45755 3.10382 1.88757 0.0 -0.1 -0.1
C -2.95987 -4.21118 -1.77220 -0.1 0.0 0.2
N -2.75122 -3.53928 -0.51141 0.1 0.1 -0.2
C -1.45061 -3.83173 0.04870 -0.1 0.0 0.1
C -3.13683 -2.12047 -0.46619 0.0 -0.2 0.0
C -2.68547 -1.14635 -1.55647 0.0 -0.1 0.2
C -3.31377 -1.25946 -2.80063 0.1 0.0 0.0
C -3.05932 -0.37604 -3.83494 0.0 0.0 0.0
C -2.19689 0.68594 -3.62007 0.0 -0.1 -0.1
C -1.58838 0.83136 -2.38434 0.2 0.0 0.0
C -1.79939 -0.07714 -1.34603 0.1 0.3 0.4
H -2.72975 -5.27206 -1.64188 0.0 0.0 0.0
H -2.34386 -3.82767 -2.60036 0.0 0.0 0.0
H -4.00929 -4.11988 -2.06455 0.0 0.0 -0.1
H -1.34401 -4.91489 0.15968 0.0 0.0 0.0
H -1.36351 -3.38185 1.03793 0.0 0.0 0.0
H -0.61269 -3.47063 -0.55666 0.2 0.0 -0.1
H -2.80832 -1.74339 0.49706 0.0 -0.1 -0.1
H -4.23323 -2.10504 -0.46184 0.0 0.1 0.0
H -4.05272 -2.04070 -2.94090 0.0 0.0 0.0
H -3.55830 -0.50126 -4.79029 0.0 0.0 0.0
H -2.01594 1.41529 -4.40099 0.0 0.0 0.0
H -0.95156 1.69319 -2.21784 0.0 0.0 0.0
C -1.09449 6.44363 -3.28646 -0.1 0.0 0.0
O -0.60936 5.64629 -2.22301 0.0 -0.1 0.0
C -1.40624 4.64909 -1.71527 0.1 0.2 0.0
S -2.96948 4.44480 -2.26816 -0.2 0.0 -0.1
S -0.61853 3.75476 -0.52927 0.2 0.1 0.0
H -0.29293 7.14606 -3.52005 0.0 0.0 0.0
H -2.00033 6.98236 -3.00125 0.0 0.0 0.0
H -1.33076 5.83432 -4.16147 0.0 0.0 0.0
C 1.61459 3.18629 5.71332 -0.1 0.0 0.1
C 0.18407 2.71975 6.01060 0.2 0.0 -0.1
C -0.62866 2.68562 4.75786 -0.5 0.4 -0.2
N -0.50177 1.81229 3.83782 0.3 -0.4 0.2
N -1.26281 2.00504 2.73622 -0.7 0.7 -0.2
C -2.03723 3.07054 2.81263 0.6 -0.1 1.0
N -2.89308 3.50323 1.89983 -0.3 -0.2 -0.3
S -1.80908 3.93268 4.33980 0.2 -0.4 -0.2
H 2.23019 3.14222 6.61427 0.0 0.0 0.0
H 1.61057 4.21350 5.34435 0.0 0.0 0.0
H 2.05511 2.55137 4.94548 0.0 0.0 0.0
H -0.28903 3.38717 6.73300 0.0 -0.1 0.1
H 0.21264 1.71300 6.43021 -0.1 0.0 0.0
H -3.18799 2.87496 1.16012 0.0 0.0 -0.1
H -3.42137 4.34192 2.03482 0.0 0.0 0.0

---

no.,gap between HOMO and LUMO (eV)
1,9.3
2,6.1